No. 1
The following is a quantum chemistry calculation of a structure of composition C34H88O14Sr in a non-equilibrium geometry, from OMol25.

Its calculated total energy is -2432.44872 hartree. The largest force on an atom comes out at 6.18 eV/A. The value obtained for the HOMO energy is -8.84 eV.

ORCA input file:
```
! RIJCOSX wB97M-V def2-TZVPD def2/J DEFGRID3
* xyz 0 1
Sr 2.013 0.119 -2.020
C 0.310 0.448 0.382
O -0.078 0.039 -0.719
O 1.532 0.650 0.380
O -0.501 0.806 1.263
C -0.786 1.039 -5.795
C 0.170 1.925 -4.965
C -0.442 3.309 -4.781
O 0.363 1.300 -3.696
H -0.337 0.192 -6.314
H -1.196 1.651 -6.599
H -1.632 0.670 -5.215
H 1.148 2.024 -5.438
H 0.104 4.073 -4.229
H -1.391 3.132 -4.275
H -0.746 3.681 -5.759
H -0.519 1.047 -3.412
C -2.866 -2.874 -0.348
C -1.480 -3.497 -0.192
C -1.514 -4.973 -0.590
O -0.588 -2.718 -0.951
H -3.707 -3.299 0.199
H -3.167 -3.060 -1.379
H -2.811 -1.786 -0.304
H -1.266 -3.304 0.859
H -0.487 -5.328 -0.502
H -1.783 -5.020 -1.645
H -2.200 -5.568 0.012
H -0.562 -1.839 -0.565
C 3.416 1.576 3.790
C 4.233 1.499 2.522
C 5.729 1.350 2.749
O 3.818 0.388 1.780
H 3.543 0.767 4.509
H 2.361 1.694 3.544
H 3.629 2.544 4.243
H 3.974 2.350 1.892
H 6.077 2.212 3.319
H 6.322 1.307 1.835
H 5.995 0.465 3.326
H 2.948 0.608 1.439
C 0.088 -3.856 -4.217
C -0.510 -2.446 -4.418
C -2.066 -2.367 -4.300
O 0.085 -1.691 -3.410
H 1.137 -3.747 -4.492
H -0.227 -4.609 -4.940
H 0.126 -4.226 -3.192
H -0.175 -1.941 -5.324
H -2.452 -2.897 -3.429
H -2.528 -2.805 -5.184
H -2.477 -1.370 -4.140
H -0.306 -1.985 -2.583
C -0.308 -3.026 3.703
C -0.653 -1.618 3.897
C 0.497 -0.630 4.068
O -1.394 -1.254 2.743
H -1.149 -3.709 3.815
H 0.395 -3.355 4.469
H 0.151 -3.177 2.726
H -1.277 -1.600 4.791
H 0.145 0.401 4.033
H 1.372 -0.681 3.419
H 0.990 -0.708 5.037
H -0.943 -0.604 2.199
C -0.792 3.109 4.021
C -2.156 2.456 3.614
C -3.427 2.984 4.335
O -2.344 2.661 2.237
H -0.676 4.150 3.718
H 0.029 2.510 3.626
H -0.633 3.151 5.098
H -2.095 1.377 3.750
H -3.635 2.294 5.153
H -4.305 3.025 3.691
H -3.356 4.024 4.655
H -1.744 2.028 1.836
C 2.434 -2.929 0.874
C 3.111 -2.959 -0.458
C 3.228 -4.390 -0.971
O 2.230 -2.279 -1.299
H 2.319 -1.874 1.121
H 3.049 -3.388 1.648
H 1.469 -3.437 0.892
H 4.104 -2.514 -0.399
H 3.948 -4.946 -0.370
H 3.446 -4.416 -2.039
H 2.239 -4.848 -0.947
H 1.381 -2.674 -1.089
C -4.245 0.147 1.634
C -4.687 -0.390 2.998
C -6.221 -0.343 3.192
O -4.180 -1.762 3.177
H -4.574 -0.509 0.828
H -3.159 0.235 1.605
H -4.619 1.129 1.346
H -4.279 0.186 3.829
H -6.556 0.654 3.479
H -6.536 -0.890 4.080
H -6.786 -0.688 2.326
H -3.256 -1.674 2.930
C -3.507 2.100 -1.051
C -3.361 0.859 -2.010
C -4.235 0.902 -3.289
O -2.045 0.763 -2.482
H -4.512 2.109 -0.631
H -3.390 3.027 -1.612
H -2.789 2.190 -0.235
H -3.512 -0.080 -1.478
H -5.240 0.576 -3.018
H -3.858 0.283 -4.103
H -4.303 1.921 -3.670
H -1.493 0.544 -1.728
C 0.912 5.809 0.421
C 0.493 4.338 0.491
C -0.452 3.906 -0.596
O 1.637 3.498 0.422
H 1.595 6.005 1.247
H 0.002 6.402 0.520
H 1.427 6.046 -0.510
H 0.027 4.086 1.443
H -0.568 2.823 -0.567
H -0.261 4.217 -1.623
H -1.447 4.269 -0.340
H 1.315 2.645 0.722
C 6.509 -1.332 -0.441
C 5.909 0.012 -0.924
C 6.278 0.310 -2.376
O 4.514 -0.048 -0.865
H 7.552 -1.101 -0.226
H 6.287 -2.153 -1.124
H 6.109 -1.732 0.490
H 6.303 0.827 -0.316
H 7.336 0.525 -2.529
H 5.726 1.185 -2.719
H 5.973 -0.476 -3.067
H 4.193 -0.162 0.032
*
```

These are the Mulliken partial charges, in e, on atoms 1 to 2: 0.8112, -0.6517

=====

No. 2
The following is a quantum chemistry calculation of a cluster of 13 separate species, C34H89BN2O15 in total in a non-equilibrium geometry, from OMol25.

Its calculated total energy is -2611.66371 hartree. The largest force on an atom comes out at 2.14 eV/A. The value obtained for the HOMO energy is -7.95 eV.

ORCA input file:
```
! RIJCOSX wB97M-V def2-TZVPD def2/J DEFGRID3
* xyz 0 1
C 1.613 1.632 3.308
C 2.226 1.086 2.222
C 1.593 0.494 0.998
C 0.352 -0.397 1.186
C 0.620 -1.810 1.772
C 2.031 -2.318 1.676
N 2.252 -3.561 1.540
C -0.960 0.151 1.785
C -1.892 0.643 0.660
C -3.387 0.440 0.936
B -3.758 0.735 2.439
O -3.978 2.020 2.930
O -3.908 -0.332 3.325
C -1.385 -0.203 -0.493
O -1.984 -0.492 -1.512
N -0.101 -0.650 -0.224
H 1.726 2.682 3.562
H 0.887 1.092 3.910
H 3.317 1.114 2.205
H 1.334 1.320 0.332
H 2.325 -0.125 0.480
H 0.257 -1.899 2.797
H 0.010 -2.500 1.196
H 2.874 -1.627 1.754
H 3.261 -3.715 1.499
H -1.470 -0.763 2.122
H -0.924 0.737 2.700
H -1.665 1.682 0.434
H -3.944 1.102 0.275
H -3.642 -0.598 0.720
H -3.135 2.436 3.122
H -3.116 -0.504 3.840
H 0.580 -0.347 -0.906
C 1.047 5.196 1.199
C 0.215 4.355 0.250
O 0.192 2.979 0.654
H 2.069 4.817 1.242
H 1.072 6.238 0.873
H 0.645 5.159 2.214
H 0.631 4.378 -0.754
H -0.813 4.733 0.203
H -0.182 2.946 1.540
C -1.477 -1.399 -4.842
C 0.028 -1.504 -4.985
O 0.695 -0.403 -4.358
H -1.847 -0.474 -5.289
H -1.970 -2.243 -5.321
H -1.759 -1.380 -3.787
H 0.321 -1.502 -6.034
H 0.390 -2.432 -4.533
H 0.444 -0.422 -3.429
C 2.905 4.762 6.714
C 2.478 5.403 5.407
O 1.398 4.690 4.803
H 3.204 3.727 6.549
H 3.740 5.303 7.160
H 2.078 4.754 7.428
H 3.297 5.392 4.690
H 2.177 6.442 5.570
H 0.660 4.699 5.420
C 0.338 3.190 -5.295
C 1.103 4.068 -4.325
O 0.981 3.579 -2.990
H -0.715 3.143 -5.017
H 0.415 3.563 -6.318
H 0.731 2.170 -5.261
H 0.711 5.084 -4.326
H 2.163 4.110 -4.598
H 1.331 2.683 -2.972
C -4.288 -4.478 1.648
C -3.518 -4.283 2.940
O -2.589 -3.207 2.832
H -3.600 -4.678 0.826
H -4.992 -5.308 1.729
H -4.848 -3.575 1.395
H -2.946 -5.179 3.182
H -4.206 -4.079 3.768
H -3.098 -2.415 2.631
C -0.777 7.676 -3.228
C -0.047 7.544 -1.904
O 1.041 8.461 -1.807
H -0.089 7.504 -4.057
H -1.595 6.957 -3.293
H -1.187 8.681 -3.349
H 0.376 6.545 -1.798
H -0.736 7.716 -1.069
H 0.685 9.350 -1.885
C 5.433 -0.410 -2.822
C 4.008 -0.542 -2.321
O 3.476 0.727 -1.938
H 6.070 0.030 -2.052
H 5.842 -1.384 -3.102
H 5.462 0.250 -3.693
H 3.959 -1.181 -1.438
H 3.371 -0.981 -3.096
H 3.503 1.296 -2.713
C -3.147 -5.556 -6.132
C -1.636 -5.617 -6.257
O -1.012 -4.498 -5.632
H -3.528 -4.637 -6.578
H -3.617 -6.407 -6.627
H -3.448 -5.558 -5.081
H -1.337 -5.596 -7.304
H -1.253 -6.541 -5.810
H -1.256 -4.509 -4.701
C 4.887 1.106 -7.362
C 5.442 2.195 -6.463
O 6.069 1.650 -5.302
H 4.166 0.495 -6.819
H 4.396 1.532 -8.238
H 5.686 0.443 -7.702
H 4.642 2.844 -6.110
H 6.165 2.810 -7.008
H 6.789 1.085 -5.595
C 7.111 -2.769 3.299
C 6.318 -3.781 2.495
O 5.193 -3.176 1.857
H 6.477 -2.304 4.054
H 7.959 -3.241 3.796
H 7.489 -1.972 2.654
H 5.926 -4.563 3.141
H 6.953 -4.249 1.736
H 5.521 -2.489 1.270
C -6.989 -0.927 3.729
C -7.777 -1.815 2.783
O -7.735 -3.182 3.190
H -5.956 -1.255 3.780
H -7.010 0.114 3.402
H -7.400 -0.982 4.741
H -7.356 -1.776 1.779
H -8.821 -1.489 2.727
H -8.116 -3.236 4.071
C -4.995 -6.749 5.421
C -4.336 -5.659 6.246
O -4.347 -5.982 7.635
H -6.025 -6.899 5.745
H -4.996 -6.496 4.360
H -4.471 -7.699 5.549
H -4.873 -4.718 6.131
H -3.302 -5.506 5.921
H -3.864 -6.805 7.747
*
```

These are the Mulliken partial charges, in e, on atoms 1 to 2: -1.0999, -1.1301

=====

Q: Among the records above, which one has the highest calculated total energy?
A: C34H88O14Sr

=====

Q: The lowest calculated total energy belongs to which entry?
A: C34H89BN2O15

=====

Q: Which value of calculated total energy does entry 1 give?
A: -2432.44872 hartree